# 1
82
Properties=species:S:1:pos:R:3 method="wB97M-V/def2-TZVPD" multiplicity=2 e_above_lowest_ev=0.275 e_homo_ev="-10.18 / -10.18" orbital_gap_ev="8.900 / 1.674" s_squared=0.76 e_lumo_ha="-0.0469 / -0.3124" fmax_ev_per_a=5.3
As 0.5696 -1.4971 -0.9132
F 1.4726 -2.2775 0.4315
F 0.4684 -3.1118 -1.7486
F -0.3316 -0.6278 -2.1741
F 0.6601 -0.0129 0.0769
F 2.1597 -1.0477 -1.7148
F -0.9990 -1.9513 -0.1123
O 3.4054 5.2291 -3.1593
S 3.9338 4.0111 -2.5045
O 4.2224 3.8784 -1.1288
O 2.9157 2.8499 -3.0150
C 1.8666 2.4288 -2.1126
C 0.5427 2.9499 -2.7237
C 5.3812 3.5111 -3.4743
H 1.8887 2.7880 -1.0838
H 1.7520 1.3477 -2.0336
H 0.0293 3.7325 -2.1651
H -0.0594 2.0552 -2.8826
H 0.7081 3.4390 -3.6836
H 5.4459 2.4238 -3.4327
H 6.1926 4.0822 -3.0231
H 5.3350 3.8045 -4.5230
O -2.5828 -4.1634 3.2184
S -3.6747 -3.3016 2.7112
O -4.6916 -3.7947 1.7662
O -4.4817 -2.6842 4.0776
C -3.6136 -2.2829 5.1126
C -4.2909 -1.4994 6.1832
C -3.0715 -1.6861 2.0346
H -2.8609 -1.5949 4.7279
H -3.0307 -3.0607 5.6059
H -5.2844 -1.9152 6.3507
H -4.3690 -0.4772 5.8128
H -3.7621 -1.5675 7.1339
H -3.0167 -2.0107 0.9955
H -2.0841 -1.4718 2.4436
H -3.9029 -0.9919 2.1574
O -2.2688 -3.7983 -4.1589
S -1.7372 -3.4164 -5.4440
O -1.9269 -4.2132 -6.6846
O -2.0575 -1.7804 -5.6593
C -1.8142 -0.9446 -4.5090
C -3.0223 0.0235 -4.4353
C 0.1943 -3.4261 -5.2371
H -0.8593 -0.4472 -4.6791
H -1.8234 -1.5729 -3.6183
H -3.0263 0.7548 -5.2435
H -3.0739 0.5398 -3.4767
H -3.9844 -0.4743 -4.5559
H 0.4114 -4.4168 -5.6365
H 0.3588 -3.3400 -4.1630
H 0.5617 -2.5330 -5.7424
O 1.3920 0.4092 3.3498
S 2.8558 0.4159 3.4089
O 3.5064 1.4473 4.2041
O 3.2407 -1.1819 3.9711
C 4.6374 -1.5429 4.0671
C 4.7291 -2.9978 3.7556
C 3.6315 0.4392 1.6892
H 4.9134 -1.3302 5.1000
H 5.2818 -1.0113 3.3669
H 4.8037 -3.3307 2.7203
H 3.8479 -3.4998 4.1551
H 5.5831 -3.3731 4.3193
H 3.3680 -0.5223 1.2485
H 4.6789 0.7347 1.6287
H 3.1588 1.3148 1.2444
O -0.3301 4.9989 0.9753
S -1.3762 3.9853 1.2631
O -2.6223 4.4317 1.8918
O -1.6942 3.0078 -0.0718
C -2.9394 2.3986 -0.1937
C -2.6923 0.9201 -0.4062
C -0.5488 2.8068 2.4277
H -3.5369 2.9059 -0.9511
H -3.6898 2.5614 0.5799
H -1.9411 0.8719 -1.1946
H -3.6453 0.5458 -0.7799
H -2.3220 0.4481 0.5039
H -1.1422 1.8954 2.5012
H -0.2624 3.2920 3.3608
H 0.3403 2.5010 1.8763

***

# 2
12
Properties=species:S:1:pos:R:3 method="wB97M-V/def2-TZVPD" e_above_lowest_ev=2.365 e_homo_ev=-9.49 orbital_gap_ev=9.825 e_lumo_ha=0.0124 fmax_ev_per_a=3.1
C 1.8838 0.2241 0.0228
C 0.3478 -1.1036 -0.0595
C -1.9608 0.1282 0.0316
C -0.7828 0.9593 -0.0433
C 0.3991 0.3073 -0.0473
H 2.3684 0.4412 0.9845
H 2.4502 0.6275 -0.8428
H -2.9320 0.6294 0.0511
H -0.8160 2.0403 -0.0696
N -0.7095 -1.7957 -0.0325
N -1.9559 -1.1929 0.0074
O 1.7078 -1.2652 -0.0024